A 7-piece molecular cluster, C5H22NO7 overall at a distorted geometry. Source: OMol25; level of theory: ωB97M-V/def2-TZVPD.

Atoms and positions in Å:
O: -0.25 -1.12 1.07
O: -0.02 -3.79 -0.72
O: -2.27 -2.79 0.50
O: -0.79 1.26 2.07
O: -2.65 1.95 0.55
O: 1.01 2.98 1.53
O: -3.21 -0.31 -0.82
N: 1.76 0.92 -2.93
C: 1.09 -1.36 1.43
C: 2.35 0.39 -1.74
C: 2.12 -0.36 0.73
C: 0.56 1.28 -3.02
C: 1.46 0.32 -0.48
H: 2.50 0.34 1.45
H: -3.25 0.39 -0.15
H: -0.14 1.37 -2.18
H: 0.47 -0.06 -0.71
H: -1.91 1.61 1.26
H: 1.24 -1.10 2.48
H: -2.66 -1.99 0.15
H: -3.70 -0.10 -1.61
H: 2.45 -0.67 -2.01
H: 0.07 -2.86 -0.92
H: -1.59 -2.47 1.12
H: 1.24 1.36 -0.19
H: 2.90 -0.94 0.24
H: -1.98 2.38 0.00
H: 1.38 -2.36 1.11
H: 3.33 0.78 -1.48
H: -0.84 -3.90 -0.22
H: 0.73 3.84 1.27
H: 0.05 1.43 -3.97
H: 0.28 2.37 1.81
H: -0.45 -0.24 1.51
H: -1.28 1.48 2.87

Computed properties:
HOMO-LUMO gap, eV: 9.49
HOMO level, eV: -6.2
Maximum force, eV/Å: 2.5
ΔE to the lowest compared entry with this formula, charge and spin, kcal per mole: 46.2
Net charge: -1